1.
The following is a DFT calculation (ωB97M-V with the def2-TZVPD basis set) of C52H42ClN9O9PSY as an isolated structure.

Atoms and positions in Å:
Y  1.5165  -1.0746  -1.4494
O  1.7958  -4.5857  0.7345
C  0.8925  -3.7950  0.5446
O  1.0527  -2.6232  0.0148
C  -0.5269  -4.1953  0.9368
C  -0.6604  -5.5153  1.3639
C  -1.8838  -6.0387  1.7380
C  -3.0061  -5.2264  1.6950
C  -2.8850  -3.9091  1.2818
C  -1.6571  -3.3621  0.8962
P  -1.5723  -1.6231  0.2765
C  -3.3383  -1.0905  0.1894
C  -3.8262  -0.7447  -1.0662
C  -5.1246  -0.2747  -1.2304
C  -5.9517  -0.1378  -0.1283
C  -5.4736  -0.4588  1.1383
C  -4.1785  -0.9231  1.2950
C  -1.0625  -0.7203  1.7847
C  -1.4224  0.6245  1.8950
C  -0.9825  1.3890  2.9606
C  -0.1558  0.8301  3.9263
C  0.2101  -0.5023  3.8234
C  -0.2425  -1.2756  2.7624
H  0.2389  -6.1148  1.3861
H  -1.9596  -7.0693  2.0600
H  -3.9773  -5.6103  1.9825
H  -3.7788  -3.3045  1.2425
H  -3.1685  -0.8344  -1.9230
H  -5.4832  -0.0142  -2.2184
H  -6.9644  0.2258  -0.2494
H  -6.1117  -0.3376  2.0047
H  -3.8025  -1.1467  2.2869
H  -2.0428  1.0787  1.1309
H  -1.2637  2.4316  3.0227
H  0.2116  1.4340  4.7460
H  0.8559  -0.9458  4.5717
H  0.0485  -2.3165  2.6965
C  -2.7180  3.1355  6.9933
O  -1.3373  3.0554  7.2919
C  -0.4747  3.4861  6.3398
C  0.8824  3.3334  6.6301
C  1.8319  3.7288  5.7151
C  1.4499  4.2338  4.4707
C  0.1048  4.4065  4.1947
C  -0.8601  4.0455  5.1297
N  2.4983  4.7366  3.6374
N  2.6093  4.4538  2.4435
C  1.7735  3.4994  1.7451
C  0.8379  3.8965  0.8351
C  0.2717  2.9984  -0.0998
C  0.6905  1.6908  -0.1838
O  0.2906  0.8256  -1.1033
C  1.6767  1.2722  0.7700
N  2.0927  -0.0125  0.6588
C  2.9622  -0.5003  1.5110
C  3.5027  0.2786  2.5456
C  3.1440  1.5946  2.6456
C  2.1976  2.1369  1.7496
H  -3.2371  2.7234  7.8535
H  -2.9625  2.5475  6.1044
H  -3.0337  4.1710  6.8441
H  1.1616  2.9133  7.5872
H  2.8867  3.6565  5.9484
H  -0.2023  4.8476  3.2573
H  -1.9036  4.1935  4.8910
H  0.5464  4.9402  0.7951
H  -0.4885  3.3549  -0.7852
H  3.2542  -1.5340  1.3619
H  4.2149  -0.1626  3.2286
H  3.5749  2.2257  3.4129
O  4.2146  -1.5752  -3.3350
Cl  3.7893  -2.7228  -2.5622
O  4.6382  -3.8374  -2.7590
O  2.4043  -3.0236  -2.9331
O  3.7232  -2.3265  -1.1611
N  -1.8003  -2.2126  -4.6688
C  -2.8764  -2.8013  -3.9681
C  -4.1913  -2.6048  -4.3562
C  -5.2095  -3.2199  -3.6396
C  -4.9157  -3.9912  -2.5267
C  -3.5991  -4.1531  -2.1181
C  -2.5786  -3.5703  -2.8525
S  -0.8715  -3.7770  -2.4624
N  -0.2767  -2.2261  -2.8984
C  -0.7156  -1.7228  -3.9924
C  0.0935  -0.6625  -4.6552
C  -0.3051  -0.0276  -5.8204
C  0.6324  0.7046  -6.5357
C  1.9293  0.7583  -6.0712
C  2.2178  0.1615  -4.8503
N  1.3144  -0.5005  -4.1390
H  -2.0269  -1.7822  -5.5483
H  -4.4168  -1.9874  -5.2185
H  -6.2371  -3.0831  -3.9492
H  -5.7131  -4.4580  -1.9644
H  -3.3569  -4.7362  -1.2390
H  -1.3194  -0.0964  -6.1894
H  0.3489  1.1971  -7.4565
H  2.7086  1.2682  -6.6196
H  3.2104  0.2035  -4.4269
C  6.6469  1.6175  -2.1215
N  5.2463  1.8883  -2.4197
C  4.8560  2.9205  -3.1929
C  3.5495  3.1878  -3.4056
C  2.5991  2.2825  -2.8343
N  2.9750  1.2479  -2.0938
C  4.2941  1.1176  -1.7241
O  4.6707  0.3617  -0.8572
N  1.2947  2.4343  -3.1019
H  7.2678  2.2152  -2.7850
H  6.8474  0.5596  -2.2742
H  6.8672  1.8597  -1.0833
H  5.6465  3.5205  -3.6244
H  3.2383  4.0253  -4.0104
H  0.9865  3.2747  -3.5544
H  0.6413  1.8763  -2.5420

As for the HOMO-LUMO gap: 6.6 eV. The spin multiplicity is 1. As for the HOMO energy: -7.26 eV.

Atomic partial charges in e from the Löwdin method, atoms 1 to 6: 1.57, 0.07, -0.60, -0.26, -0.17, -0.02

=====

2.
The following is a DFT calculation (ωB97M-V with the def2-TZVPD basis set) of a 7-piece molecular cluster, C21H35ClO23P overall.

Atoms and positions in Å:
Cl  1.9236  -0.4690  -1.2121
O  2.9381  -0.4042  -0.1853
O  2.3472  -0.1027  -2.4980
O  1.2935  -1.7764  -1.2641
O  0.7729  0.3619  -0.9210
C  0.5877  -1.6051  3.8277
C  0.6101  -0.5569  2.6401
O  1.2073  0.5704  3.2572
C  1.3972  0.3257  4.5332
O  1.8498  1.1147  5.3025
O  1.2479  -0.9980  4.8362
H  1.0392  -2.5604  3.5600
H  -0.4526  -1.8454  4.0469
H  -0.3993  -0.4574  2.2408
H  1.3485  -0.9325  1.9317
C  2.9830  3.3872  -2.1769
C  2.4678  3.7834  -0.7909
O  2.3153  5.2145  -1.0440
C  2.2091  5.4590  -2.3290
O  1.5335  6.3417  -2.8299
O  2.7593  4.4700  -3.0375
H  2.2472  2.6255  -2.4347
H  3.9749  2.9488  -2.2866
H  3.1104  3.4165  0.0094
H  1.4987  3.2884  -0.7290
C  0.5005  -5.7542  -3.6048
C  1.3916  -5.2279  -2.4168
O  1.5901  -6.4248  -1.6513
C  1.5383  -7.4737  -2.4591
O  2.1164  -8.5074  -2.2411
O  0.9772  -7.0837  -3.5734
H  0.9201  -5.1615  -4.4176
H  -0.5582  -5.5078  -3.5230
H  0.6600  -4.6261  -1.8776
H  2.3035  -4.6834  -2.6618
C  5.8240  -2.7869  3.0134
C  5.7462  -1.6463  1.9375
O  5.6696  -2.4701  0.7844
C  5.8701  -3.7460  0.9910
O  5.8867  -4.6376  0.1051
O  6.0254  -4.0305  2.3957
H  4.8530  -2.9083  3.4935
H  6.5193  -2.5615  3.8220
H  6.6155  -0.9927  1.8653
H  4.8064  -1.0972  1.9952
C  -1.0130  -4.0668  0.1151
C  -1.2525  -3.0609  1.2965
O  -1.0996  -3.9086  2.3563
C  -0.9350  -5.2441  2.0157
O  -0.7720  -6.2243  2.7618
O  -1.0972  -5.3347  0.6357
H  0.0102  -3.8655  -0.2019
H  -1.6379  -3.8838  -0.7590
H  -2.2575  -2.6418  1.2477
H  -0.5180  -2.2580  1.3608
C  -5.5033  1.3757  -1.4955
C  -4.3120  1.7256  -0.5873
O  -3.2836  2.5021  -1.1164
P  -3.2673  4.1232  -1.1069
O  -2.7409  4.7537  -2.3251
O  -2.4474  4.4508  0.2202
C  -1.0644  4.3003  0.2998
C  -0.6699  3.1270  1.1451
O  -4.8867  4.4385  -0.6799
C  -5.6743  5.1288  -1.5055
C  -6.6200  6.1607  -0.7979
H  -5.3050  0.4364  -2.0118
H  -6.3618  1.1745  -0.8547
H  -5.7215  2.1471  -2.2340
H  -4.7754  2.2793  0.2293
H  -3.8094  0.8825  -0.1132
H  -0.7092  4.0302  -0.6946
H  -0.6439  5.2170  0.7134
H  -1.1651  3.1948  2.1138
H  -0.9796  2.2163  0.6324
H  0.4122  2.9965  1.1507
H  -5.0700  5.8333  -2.0771
H  -6.2513  4.4633  -2.1477
H  -6.0325  6.9914  -0.4071
H  -7.3207  6.6028  -1.5061
H  -7.2905  5.6645  -0.0962

Its net charge is -1. As for the HOMO-LUMO gap: 9.1 eV. The spin multiplicity is 1. As for the HOMO energy: -7.14 eV.

Atomic partial charges in e from the Löwdin method, atoms 1 to 6: 0.61, -0.36, -0.33, -0.40, -0.40, -0.17

=====

3.
The following is a DFT calculation (ωB97M-V with the def2-TZVPD basis set) of C11H14BN7OSn as an isolated structure.

Atoms and positions in Å:
H  1.0488  3.1373  1.3401
N  0.8020  1.5796  -0.1311
B  0.3767  0.2519  -2.3569
N  0.7064  1.5722  -1.5091
C  0.8758  2.8486  -1.9216
Sn  1.5026  -0.1804  0.9796
H  0.7802  3.0728  -2.9475
C  1.1651  3.6718  -0.8167
H  1.3827  4.7165  -0.7779
C  1.0575  2.8507  0.3018
H  0.3152  0.2590  -3.5388
C  -1.3322  -1.0385  3.6687
H  -0.3509  -0.8133  4.1399
H  -1.4049  -1.9947  3.0634
H  -1.9529  -0.1733  3.3627
N  -1.0391  -0.1542  -1.8148
N  1.4196  -0.9341  -2.1536
N  -1.1975  -0.4195  -0.4814
N  1.4078  -1.4190  -0.8535
C  -2.2559  -0.2219  -2.4337
C  2.2500  -1.7138  -2.8996
H  -2.3531  0.0029  -3.4771
H  2.3343  -1.6012  -3.9861
C  -3.2167  -0.5887  -1.4788
C  2.8755  -2.6385  -2.0282
C  -2.4997  -0.6428  -0.2507
C  2.3197  -2.4286  -0.7597
H  -4.2745  -0.7634  -1.6454
H  3.6424  -3.3784  -2.2638
H  -2.9273  -0.8062  0.6991
H  2.3683  -2.9286  0.2039
H  -1.7744  -0.7949  4.8531
O  0.2453  1.3652  6.1602
C  -0.6696  0.5448  5.9564
N  -1.6272  -0.2391  5.7971

Its net charge is +2. As for the HOMO-LUMO gap (spin up / spin down): 7.0 / 3.5 eV. The spin multiplicity is 1. As for the HOMO energy (spin up / spin down): -15.18 / -14.61 eV.

Atomic partial charges in e from the Löwdin method, atoms 1 to 6: 0.13, -0.22, -0.42, -0.01, 0.01, 1.43

=====

4.
The following is a DFT calculation (ωB97M-V with the def2-TZVPD basis set) of C11H29N3S2Yb as an isolated structure.

Atoms and positions in Å:
Yb  0.5326  0.0521  -0.0057
S  -0.9898  2.4644  -0.1556
S  -0.8070  -2.4701  -0.0407
C  -2.8193  2.4290  -0.2542
C  -0.6392  2.4340  -1.9523
C  -1.0829  1.1772  -2.7006
N  -0.3298  -0.0357  -2.2957
C  -1.0159  -1.3163  -2.6452
C  -0.5022  -2.5147  -1.8388
H  0.4481  2.5936  -2.0496
H  -1.1636  3.3157  -2.3462
H  -0.9184  1.3721  -3.7731
H  -2.1600  1.0238  -2.5679
H  -0.8378  -1.5482  -3.7112
H  -2.1039  -1.2181  -2.5190
H  0.5890  -2.6303  -1.9609
H  -0.9934  -3.4358  -2.1868
C  -2.6429  -2.4996  -0.0804
H  0.5552  -0.0296  -2.8239
H  -3.0583  -1.5960  -0.5474
H  -2.9806  -2.5474  0.9638
H  -2.9911  -3.3969  -0.6131
H  -3.1994  2.4980  0.7756
H  -3.2007  1.5011  -0.7083
H  -3.1808  3.2998  -0.8249
C  3.9191  0.1349  -1.2692
C  4.2504  0.1808  0.0421
H  3.8626  1.0439  -1.8695
H  3.9358  -0.8124  -1.8079
H  4.3107  1.1326  0.5802
H  4.5567  -0.7261  0.5779
N  2.0999  0.1990  1.6208
C  1.7412  -0.7957  2.6497
C  0.8580  -0.1229  3.6885
C  -0.2971  0.7137  3.1271
N  -0.9192  0.0943  1.9332
H  2.3882  1.0909  2.0180
H  2.9410  -0.1241  1.0995
H  1.2219  -1.6193  2.1172
H  2.6543  -1.2195  3.1098
H  0.4634  -0.9203  4.3217
H  1.4914  0.5157  4.3249
H  -1.0319  0.8436  3.9463
H  0.0665  1.7180  2.8465
H  -1.7695  0.6141  1.6699
H  -1.2514  -0.8636  2.1356

Its net charge is +3. As for the HOMO-LUMO gap (spin up / spin down): 9.4 / 8.0 eV. The spin multiplicity is 2. As for the HOMO energy (spin up / spin down): -19.82 / -19.82 eV.

Atomic partial charges in e from the Löwdin method, atoms 1 to 6: 1.64, 0.81, 0.80, -0.30, -0.44, -0.24

=====

The ΔE to the lowest compared entry with this formula, charge and spin results, record by record, are as follows: 18.3; 0.0; 14.0; 0.0 kcal/mol.
The DFT total energy results, record by record, are as follows: -120133.154; -91242.820; -30599.148; -69521.605 eV.
The max |F| results, record by record, are as follows: 0.0114; 0.1050; 0.1218; 0.0385 Eh/bohr.